{
  "formula": "C4H11NO",
  "method": "wB97M-V/def2-TZVPD",
  "total_energy_ha": -288.92462,
  "lumo_energy_ev": 0.9,
  "homo_energy_ev": -8.8635,
  "charge": 0,
  "de_lowest_kcal_mol": 58.0,
  "elements": ["C", "C", "C", "C", "N", "H", "H", "H", "H", "H", "H", "H", "H", "H", "O", "H", "H"],
  "positions_angstrom": [[1.055, -1.233, -2.205], [0.488, -1.356, -0.767], [0.190, -0.332, 0.091], [-0.234, -0.491, 1.562], [-1.462, 0.061, 1.951], [0.461, -1.613, -3.113], [1.270, -0.175, -2.381], [1.874, -1.918, -2.214], [0.030, -2.242, -0.509], [0.214, 0.793, -0.143], [-0.199, -1.580, 1.655], [0.433, -0.014, 2.332], [-2.134, -0.668, 2.219], [-1.416, 0.852, 2.646], [0.112, 3.208, -0.172], [-0.811, 2.859, -0.065], [0.128, 3.849, -0.886]],
  "lowdin_charge": [-0.102, -0.152, -0.096, -0.346, -0.045, 0.089, 0.064, 0.044, 0.058, 0.094, 0.098, 0.123, 0.076, 0.095, -0.087, 0.056, 0.029]
}